[1]
Computed, not measured: a molecular structure, C35H40CsN3O2S5, with ωB97M-V/def2-TZVPD.

```
86
Properties=species:S:1:pos:R:3:lowdin_charge:R:1
Cs 0.62113 -1.18300 -0.31848 1.0246
C 0.90309 3.71883 -0.49229 -0.0826
C 0.30037 2.80428 -1.55784 -0.3757
C -1.01991 3.37708 -2.08222 -0.0452
C 1.23472 2.49956 -2.71095 -0.1357
C 2.21614 3.39584 -3.11390 -0.0555
C 3.03313 3.12306 -4.20269 -0.1062
C 2.86361 1.93431 -4.89465 -0.0610
C 1.89405 1.01097 -4.51965 -0.1379
C 1.73149 -0.27377 -5.30640 -0.3751
C 1.21418 0.01196 -6.71784 -0.0701
C 3.02798 -1.08539 -5.34480 -0.0701
C 1.06525 1.29129 -3.41943 -0.1785
N 0.12713 0.38016 -2.92794 0.0094
C -0.98592 0.15490 -3.58221 -0.5456
O -1.35683 0.55026 -4.71324 -0.0298
C -1.92347 -0.75845 -2.80932 -0.2084
C -2.69523 -1.70349 -3.47090 -0.0153
C -3.41488 -2.61804 -2.71379 -0.0678
C -3.35689 -2.55834 -1.33160 -0.0142
C -2.60629 -1.54026 -0.74255 -0.2587
N -1.94184 -0.64903 -1.47582 0.0342
C -2.59041 -1.42387 0.77911 -0.5681
O -3.32003 -2.22997 1.39756 -0.0244
N -1.81684 -0.47046 1.28465 0.0147
C -2.06664 -0.12152 2.61897 -0.1637
C -1.04603 -0.14128 3.59330 -0.1371
C -1.32025 0.24788 4.90056 -0.0653
C -2.57896 0.67251 5.28510 -0.1064
C -3.57330 0.73942 4.32015 -0.0660
C -3.34080 0.36846 3.00531 -0.1347
C -4.46505 0.56086 2.00080 -0.3727
C -4.85030 2.04061 1.89460 -0.0695
C -5.67929 -0.30880 2.32716 -0.0703
C 0.38144 -0.52677 3.25015 -0.4009
C 0.95469 -1.62356 4.14579 -0.0522
C 1.28058 0.71338 3.24624 -0.0501
H 0.22826 3.78275 0.36390 0.0738
H 1.05261 4.73426 -0.87107 0.0649
H 1.86681 3.34310 -0.14005 0.0803
H 0.04854 1.84999 -1.08700 0.0985
H -0.85331 4.35985 -2.53536 0.0793
H -1.74043 3.48367 -1.26628 0.0755
H -1.45430 2.72075 -2.83882 0.0737
H 2.35733 4.32372 -2.57051 0.0949
H 3.79857 3.82977 -4.50290 0.0851
H 3.50208 1.71947 -5.74666 0.0995
H 0.97665 -0.86724 -4.79309 0.1188
H 1.93279 0.62042 -7.27669 0.0683
H 0.26463 0.54494 -6.65815 0.0685
H 1.05932 -0.92187 -7.26727 0.0703
H 3.81897 -0.54028 -5.86765 0.0656
H 2.87118 -2.03219 -5.86928 0.0699
H 3.38493 -1.30742 -4.33723 0.0812
H -2.70130 -1.72137 -4.55257 0.1080
H -4.00426 -3.38471 -3.20462 0.0959
H -3.87335 -3.25836 -0.69161 0.1058
H -0.52272 0.21379 5.63622 0.0998
H -2.77810 0.95624 6.31217 0.0844
H -4.56016 1.09648 4.59927 0.0983
H -4.10291 0.26080 1.02045 0.1152
H -5.25540 2.41122 2.84006 0.0645
H -5.60842 2.18527 1.11914 0.0700
H -3.97897 2.64669 1.63770 0.0792
H -6.12114 -0.02687 3.28857 0.0656
H -5.37738 -1.35567 2.36818 0.0689
H -6.44996 -0.19604 1.55781 0.0716
H 0.36616 -0.92537 2.24466 -0.0083
H 1.05114 -1.28549 5.18116 0.0698
H 1.94523 -1.91908 3.78987 0.0590
H 0.31468 -2.50763 4.13622 0.0889
H 1.34864 1.13463 4.25307 0.0778
H 0.87636 1.48498 2.58653 0.0796
H 2.29117 0.46282 2.91072 0.0606
C 5.04594 -0.73077 3.95174 -0.4044
S 6.30012 -1.91406 3.37931 0.7634
C 5.31846 -3.34413 3.17371 -1.0489
C 4.33814 -3.52487 2.24038 -1.2158
S 3.75758 -2.47260 1.03481 0.3778
S 3.58850 -5.12117 2.37637 0.8748
C 4.48299 -5.77435 3.68825 -1.5504
S 4.22695 -7.28095 4.34392 0.4129
S 5.62894 -4.65293 4.28526 0.8579
H 5.53109 0.24206 4.03515 0.0273
H 4.65131 -1.03949 4.91702 0.0367
H 4.25620 -0.68236 3.20423 -0.0223
```

## Properties
Total energy ... -100238.98774 eV
Maximum force ... 0.8 eV Å⁻¹
ΔE to the lowest compared entry with this formula, charge and spin ... 0.324 eV
LUMO ... 3.7382 eV
Kohn-Sham gap ... 6.52 eV
Net charge ... -2

[2]
Computed, not measured: a molecular structure, C35H40InN5O2Te, with ωB97M-V/def2-TZVPD.

```
84
Properties=species:S:1:pos:R:3:lowdin_charge:R:1
In 0.87840 -0.20540 0.53078 0.8473
C 4.23809 -2.91652 2.99964 -0.0200
O 3.31669 -2.28805 3.93703 0.0390
C 2.32481 -1.79138 3.20095 -0.3315
N 2.37660 -1.89220 1.93300 0.0724
C 3.66827 -2.54959 1.60857 -0.2314
C 4.57823 -1.66051 0.79432 -0.2208
C 4.59949 -0.28288 0.97624 -0.0593
C 5.46127 0.50898 0.22825 -0.0639
C 6.31351 -0.07188 -0.70110 -0.0689
C 6.30711 -1.44953 -0.87496 -0.0622
C 5.44170 -2.23800 -0.13020 -0.0379
C 1.20733 -1.18129 3.97088 -0.1656
C 1.09656 -1.38402 5.34054 0.0488
C 0.01801 -0.81618 5.99983 0.0098
C -0.90195 -0.07771 5.26995 0.0440
C -0.69838 0.06125 3.90482 -0.1679
N 0.33930 -0.46600 3.26398 0.1191
C -1.67534 0.79877 3.05994 -0.2929
N -1.69753 0.81590 1.78946 0.0984
C -2.89584 1.57210 1.40102 -0.2297
C -3.43265 2.13443 2.74109 -0.0321
O -2.63575 1.44851 3.73739 0.0365
C -2.60972 2.62760 0.35941 -0.2005
C -3.59027 3.42815 -0.13287 -0.0001
C -3.30424 4.46313 -1.07222 -0.0100
C -2.03585 4.69490 -1.50650 -0.0729
C -0.97989 3.87149 -1.03854 -0.2288
C -1.27119 2.80550 -0.12894 -0.3047
H 4.23450 -3.98431 3.20268 0.1367
H 5.22755 -2.50578 3.17616 0.1407
H 3.46599 -3.45304 1.03115 0.1451
H 3.94481 0.18048 1.70523 0.0987
H 5.47625 1.58076 0.37930 0.1104
H 6.98873 0.54463 -1.27970 0.1114
H 6.97469 -1.90964 -1.59165 0.1130
H 5.43287 -3.31329 -0.27726 0.1218
H 1.84123 -1.96845 5.86101 0.1333
H -0.11075 -0.95376 7.06484 0.1295
H -1.76574 0.37037 5.73943 0.1315
H -3.62365 0.87482 0.97386 0.1533
H -4.47838 1.90585 2.92289 0.1392
H -3.26532 3.20465 2.84969 0.1398
H -4.61188 3.30615 0.20999 0.1405
H -4.11315 5.09497 -1.41654 0.1319
H -1.81703 5.50747 -2.18468 0.1303
H 0.04397 4.19449 -1.17207 0.1175
H -0.45618 2.35431 0.43212 0.0348
C -2.08727 -1.52487 -0.24182 -0.0993
N -0.73919 -2.09150 -0.15738 -0.3286
C -0.65509 -2.95055 1.03567 -0.0912
C -0.42573 -2.85929 -1.37076 -0.1750
C -0.07816 -1.94724 -2.53184 -0.2073
N 1.04845 -1.05622 -2.27129 -0.3512
C 1.26293 -0.18604 -3.42296 -0.1701
C 2.27457 -1.79578 -1.99770 -0.1078
H -2.84785 -2.31440 -0.24929 0.1103
H -2.19174 -0.93435 -1.15253 0.0410
H -2.26784 -0.87151 0.61324 0.0521
H -1.32919 -3.81256 0.96137 0.1070
H -0.93537 -2.37993 1.92335 0.0787
H 0.36276 -3.31075 1.16679 0.0740
H -1.29201 -3.46497 -1.66627 0.1403
H 0.37517 -3.56544 -1.15276 0.1233
H -0.94362 -1.32600 -2.76873 0.0884
H 0.10330 -2.57312 -3.42083 0.1428
H 1.62220 -0.74339 -4.29922 0.1111
H 1.99978 0.58154 -3.18098 0.0956
H 0.32428 0.30051 -3.70119 -0.0249
H 2.51490 -2.51517 -2.79579 0.1132
H 2.20359 -2.34808 -1.05833 0.0600
H 3.10684 -1.09769 -1.90802 0.0902
Te -0.87734 1.67130 -2.15883 1.6407
C -2.65773 1.97446 -3.14225 -0.5413
C -2.66760 2.77635 -4.28471 -0.1259
C -3.86206 2.96073 -4.96419 -0.0483
C -5.02703 2.36106 -4.49769 -0.0387
C -5.00907 1.56192 -3.36150 -0.0527
C -3.81902 1.36018 -2.67828 -0.1353
H -1.76067 3.24568 -4.64293 0.1063
H -3.88378 3.56941 -5.85859 0.1201
H -5.95720 2.51269 -5.02977 0.1209
H -5.91716 1.08560 -3.01562 0.1177
H -3.79234 0.71717 -1.80654 0.0905
```

## Properties
Total energy ... -60942.38878 eV
Maximum force ... 0.6 eV Å⁻¹
LUMO ... -6.4740 eV
Kohn-Sham gap ... 6.18 eV
Net charge ... +2

Which of these has the lowest total energy? C35H40CsN3O2S5